# 1
Here is a molecular structure, C26H34NO5PS4Sc at a distorted geometry from the OMol25 dataset. Energies are from ωB97M-V/def2-TZVPD.

Values from the calculation:
lowest unoccupied orbital energy: -2.4694 eV
DFT total energy: -112572.8119 eV
HOMO energy: -10.710 eV
charge: +1
max |F|: 3.676 eV/A

Each line ends with the Löwdin charge.
Cartesian coordinates (Å):
1 S -1.59824 -1.33634 0.25514  0.432
2 H 2.21490 5.32496 2.80063  0.058
3 H 4.34137 3.67999 -2.30846  0.141
4 C -2.80152 -2.08070 -3.08499  -0.443
5 H -4.33383 -2.94187 5.47947  0.124
6 H 3.61268 -1.81304 1.89372  0.124
7 H -3.54332 -2.84542 2.99452  0.129
8 C -2.33655 0.04162 4.02631  -0.696
9 C -3.47033 -1.01804 5.83415  -0.040
10 C -5.30540 0.09799 -1.63906  -0.450
11 H -1.10847 -3.37946 -2.55388  0.092
12 C 4.42362 2.07610 1.27389  -0.065
13 C 5.22239 -2.95402 -0.84669  -0.081
14 O 0.91369 2.37964 1.49129  -0.659
15 C 1.96602 -0.41711 0.24310  -0.576
16 C -6.24312 0.74683 -0.77846  -0.062
17 C 3.21304 -1.16977 -0.14072  -0.134
18 C -3.70558 -2.92984 -2.25137  -0.078
19 O 1.40730 0.21143 -0.72306  -0.085
20 P -2.63805 -0.21687 -1.04530  -0.029
21 C -4.89466 0.83985 -2.86196  -0.040
22 H -6.54804 0.02573 0.03970  0.118
23 C 3.94482 -1.87889 0.84397  -0.036
24 H 0.52953 4.96231 2.31866  0.052
25 C 4.93388 -2.78067 0.52755  -0.065
26 H -5.80823 1.70830 -0.41126  0.117
27 S 2.08017 3.10319 2.13981  1.056
28 C 3.38852 3.55004 -0.35007  -0.076
29 H 2.82998 -1.00934 -2.19485  0.111
30 H -0.81656 -2.34681 -3.98015  0.093
31 H -4.29472 1.70216 -2.71422  0.050
32 H 6.40702 0.76638 -2.02010  0.076
33 S -1.39401 1.27019 3.25079  0.634
34 H 4.31164 1.65495 2.24358  0.093
35 C -1.59712 -2.94439 -3.46193  -0.049
36 H -7.17435 0.97753 -1.34717  0.110
37 H -4.61032 -2.42969 -1.78814  0.079
38 H 1.75607 5.24885 1.11103  0.049
39 H -2.32078 0.81947 5.92627  0.115
40 H 6.06412 -3.55583 -1.17890  0.107
41 H -3.37865 -1.80762 -4.02821  0.153
42 H 6.02825 2.18408 -2.94518  0.084
43 H 7.31544 2.37011 -1.77156  0.113
44 Sc -0.20030 0.80607 0.72946  0.636
45 H -3.12821 -3.24236 -1.33606  0.077
46 H -2.28190 -1.04745 2.26687  -0.023
47 S -1.99569 1.70485 -0.99382  0.354
48 H -1.98358 -3.75809 -4.10948  0.096
49 C 5.37164 1.61563 0.34626  -0.007
50 C 4.36546 3.21822 -1.27608  -0.010
51 C 5.38397 2.28512 -0.90883  -0.256
52 O -4.16326 -0.25782 -0.71323  -0.321
53 C 4.59222 -2.23188 -1.82876  -0.075
54 C -3.35992 -2.05624 3.70372  -0.030
55 C 3.53715 -1.37451 -1.48205  -0.007
56 C 3.38525 2.98946 0.91649  -0.368
57 H 2.66215 4.23217 -0.74203  0.109
58 C 1.55286 4.85428 2.09552  -0.168
59 O -2.36414 -0.77134 -2.55614  -0.306
60 H -4.07223 -3.79025 -2.76137  0.084
61 H -5.84531 1.18001 -3.23427  0.089
62 H -3.78711 -1.00515 6.85975  0.120
63 H -4.38188 0.18109 -3.64576  0.108
64 N -2.57189 -1.03144 3.26160  0.028
65 H 6.23291 0.93886 0.57047  0.141
66 C -3.78390 -2.10900 5.01911  -0.035
67 O 1.51948 -0.42969 1.44795  -0.089
68 H -5.66114 -0.91213 -1.78305  0.120
69 C 6.33573 1.84210 -1.94359  -0.059
70 H 5.45903 -3.35964 1.31876  0.120
71 H 4.91514 -2.35280 -2.84499  0.103
72 C -2.71510 -0.00404 5.35570  -0.078

Atoms 1-6, force components in eV/Å:
S 0.1 -0.3 0.0
H 0.0 0.4 0.4
H 0.1 -0.7 1.4
C -0.4 0.2 -1.9
H 0.2 0.3 -0.8
H 0.2 0.3 -0.6

# 2
Here is a molecular structure, C26H34NOSn at a distorted geometry from the OMol25 dataset. Energies are from ωB97M-V/def2-TZVPD.

Values from the calculation:
lowest unoccupied orbital energy (spin up / spin down): -6.4406 / -6.5192 eV
DFT total energy: -36871.9770 eV
HOMO energy (spin up / spin down): -11.046 / -11.038 eV
charge: +1
max |F|: 1.698 eV/A

Each line ends with the Löwdin charge.
Cartesian coordinates (Å):
1 H -1.82617 -1.66916 2.23772  0.097
2 H -0.24896 3.75897 3.67521  0.085
3 H 1.93786 3.53710 -3.75275  0.116
4 H -3.82449 -2.74055 -2.32428  0.105
5 H -0.34186 -2.18391 -3.61548  0.090
6 C 2.04006 2.58905 -4.28757  -0.076
7 C -2.24044 -1.19348 0.06146  -0.219
8 H -0.54620 3.46461 -4.41127  0.137
9 O -3.18292 0.11947 -4.82417  0.054
10 C -0.36561 1.79024 2.00972  -0.299
11 H 3.08324 -0.15178 1.71723  0.115
12 C 2.30155 1.51180 0.43601  -0.186
13 H 3.08999 -1.58174 -0.57391  0.114
14 H 4.36722 0.46792 -5.59123  0.108
15 C -2.24763 0.59288 -4.17992  -0.452
16 H -2.73420 0.26540 3.19545  0.068
17 H 0.08115 -3.32191 1.24044  0.115
18 C 2.22710 0.19339 -5.71914  -0.069
19 C -1.99278 0.79918 3.79365  -0.086
20 C 2.73321 0.19074 0.74540  -0.112
21 H -2.18020 0.71040 -2.06800  0.095
22 H -0.00855 -3.22407 -1.43816  0.121
23 C -1.64851 -1.76771 -1.14319  -0.279
24 H 2.21360 0.00757 -2.55844  0.103
25 H 1.77079 2.46166 -1.52889  0.093
26 H -1.20058 0.09902 4.07990  0.090
27 C 2.04762 1.57500 -0.96808  -0.120
28 H 0.20428 2.25417 4.47375  0.090
29 C -1.42797 -2.36357 -3.57150  -0.027
30 H 2.26589 2.35307 1.12305  0.108
31 C -3.63395 -1.69191 -2.59007  -0.021
32 C 2.29084 0.28178 -1.50645  -0.113
33 H -0.65408 0.15118 -2.79077  0.088
34 H -2.49872 1.11151 4.71466  0.089
35 H 0.05350 0.20468 -5.68923  0.114
36 C 3.29491 2.08390 -4.63385  -0.077
37 H -1.61018 -3.41567 -3.30458  0.100
38 C -1.75358 0.04176 -2.84208  -0.093
39 C -2.12044 -1.45499 -2.54228  -0.489
40 H -0.47697 2.38928 -3.01783  0.107
41 H -2.02633 2.08645 -5.49635  0.159
42 C -0.45501 2.40826 -4.12094  -0.140
43 H 0.56465 1.43633 2.46190  0.048
44 C -1.42394 2.02350 3.09929  -0.488
45 H -3.20818 -0.68399 0.09356  0.118
46 C -1.53016 -1.77356 1.18999  -0.189
47 C 0.87760 1.87974 -4.61067  -0.227
48 H -1.25557 3.12334 4.99745  0.091
49 C -0.53937 -2.64176 0.66759  -0.083
50 H -1.85425 -2.17365 -4.56637  0.096
51 C 3.38767 0.87321 -5.33440  -0.083
52 C 0.96959 0.70826 -5.36962  -0.037
53 H -4.00347 -1.48627 -3.59830  0.083
54 C 2.73623 -0.56104 -0.45668  -0.097
55 C -0.60911 -2.62701 -0.74645  -0.055
56 H 4.19368 2.63686 -4.35040  0.111
57 H -2.25561 2.61805 2.69170  0.137
58 Sn -0.51915 0.53214 0.17128  1.631
59 H -4.15962 -1.04400 -1.88064  0.085
60 N -1.59356 1.68774 -4.67209  0.063
61 C -0.64877 2.85006 4.13288  -0.079
62 H 2.27774 -0.73534 -6.29238  0.111
63 H -0.16578 2.76122 1.52944  0.059

Atoms 1-6, force components in eV/Å:
H 0.2 0.0 -0.5
H 0.0 0.0 0.2
H 0.2 -0.2 -0.1
H -0.1 0.3 0.0
H -0.3 -0.1 0.0
C 0.0 -0.3 0.0

# 3
Here is a molecular structure, C26H35AsCrN3O3S at a distorted geometry from the OMol25 dataset. Energies are from ωB97M-V/def2-TZVPD.

Values from the calculation:
lowest unoccupied orbital energy (spin up / spin down): -5.4613 / -5.6924 eV
DFT total energy: -138225.8944 eV
HOMO energy (spin up / spin down): -13.455 / -13.492 eV
multiplicity: 4
charge: +2
max |F|: 1.011 eV/A

Each line ends with the Löwdin charge.
Cartesian coordinates (Å):
1 C -2.33195 -1.38891 -1.80201  -0.243
2 H -2.25816 0.71240 2.49233  0.156
3 H -2.54938 1.83004 -0.08558  0.119
4 H 0.47977 -3.19907 3.59907  0.111
5 C -1.60741 -6.29944 -1.30677  -0.065
6 H -1.12993 -2.08290 5.06741  0.109
7 C 1.61933 2.51441 1.92103  -0.362
8 C 0.07308 -4.89159 -2.30082  -0.035
9 H -2.68476 -5.44255 0.34088  0.109
10 C 0.20711 2.74802 2.43374  -0.059
11 C 2.41729 4.23595 3.46407  0.006
12 H -0.11872 3.75237 2.16342  0.161
13 H -0.37461 -6.88015 -2.96265  0.115
14 H -0.69304 0.22249 -3.96778  0.044
15 H 4.03561 2.16674 1.29788  0.091
16 H 0.16258 2.65651 3.51713  0.133
17 H -2.45537 -2.33517 -2.31999  0.048
18 C 3.97193 3.05782 1.91016  0.020
19 H 1.29841 -2.61254 -2.23759  0.082
20 H -2.82459 -0.59423 -2.35923  0.038
21 H -0.38898 -1.51548 -4.17701  0.052
22 H 3.29190 4.25738 4.10832  0.105
23 H 4.66824 2.98324 2.74283  0.104
24 C -0.22247 -3.87496 -1.40024  -0.306
25 C 1.60017 1.39830 -1.68519  -0.302
26 C -1.90840 -5.29030 -0.39906  -0.067
27 H 0.44866 -2.82651 1.86388  0.080
28 C 3.40660 1.87309 -3.04879  -0.375
29 C -2.29940 4.04105 -2.61723  -0.008
30 C -0.10865 -0.62636 -3.61711  -0.232
31 N -0.75307 -1.59166 3.07206  -0.100
32 C -1.18207 0.78785 2.65541  -0.067
33 C -0.53046 -0.54556 2.30381  -0.363
34 N -0.85145 2.16602 -1.22221  -0.026
35 C -0.98638 3.78811 -2.95978  0.018
36 C -1.21893 -4.08902 -0.44819  -0.091
37 H 4.22875 3.92993 1.30842  0.111
38 H -2.87018 4.78031 -3.16471  0.129
39 O 0.18138 -0.61475 1.27365  -0.083
40 C 2.94953 1.09842 -2.02083  -0.175
41 O 1.77833 1.68605 0.99886  -0.035
42 H 3.56183 0.34841 -1.53659  0.113
43 H -3.92388 3.50623 -1.28715  0.122
44 O -0.67535 1.81871 1.82012  -0.162
45 H 0.84693 -4.74404 -3.04676  0.118
46 C 1.09653 2.40088 -2.47021  -0.538
47 H 1.12430 -2.46213 -0.49851  0.068
48 H -1.45311 -3.30681 0.26736  0.088
49 H -2.76860 -1.46145 -0.81015  0.030
50 S 2.23063 2.97052 -3.62203  1.093
51 H 2.30318 5.21740 3.00268  0.113
52 N 2.61324 3.20064 2.44425  -0.103
53 H -0.50648 4.31224 -3.77650  0.126
54 C 0.57187 -2.59923 -1.42749  -0.269
55 H -2.14250 -7.23975 -1.27070  0.114
56 H -1.02023 1.03307 3.70279  0.134
57 Cr 0.32450 0.84672 -0.23065  0.719
58 C -2.89451 3.33586 -1.57088  -0.025
59 C -2.13605 2.40812 -0.90195  -0.099
60 H 4.38370 1.85492 -3.51034  0.083
61 C -1.63611 -1.58606 4.24253  0.009
62 H -1.89942 -0.58331 4.55779  0.086
63 H -2.55114 -2.13340 4.01837  0.112
64 C -0.27043 2.83523 -2.24665  -0.256
65 C -0.14923 -2.89320 2.76402  0.013
66 H -0.93553 -3.63452 2.62528  0.102
67 As -0.44708 -0.95203 -1.74145  1.191
68 H 0.94829 -0.41340 -3.75970  0.037
69 H 1.55022 4.03225 4.08605  0.088
70 C -0.61586 -6.09721 -2.25512  -0.056

Atoms 1-6, force components in eV/Å:
C 0.0 0.1 0.1
H -0.1 0.0 0.0
H 0.0 0.0 0.0
H 0.0 0.0 0.0
C 0.0 0.0 0.0
H 0.0 0.0 0.0